[1]
9
Properties=species:S:1:pos:R:3:forces:R:3:nbo_charge:R:1 method="wB97M-V/def2-TZVPD" lumo_energy_ha=0.0219 smiles=O.O.O e_above_lowest_kcal_mol=12.26 charge=0 spin_multiplicity=1 energy_ev=-6239.722 orbital_gap_ev=11.267
O -9.358 -6.490 -25.828 0.1 0.1 0.8 -0.975
H -8.628 -6.200 -26.376 0.0 0.2 -0.5 0.498
H -9.836 -7.194 -26.243 -0.2 -0.5 -0.5 0.485
O -9.871 -4.545 -23.934 0.2 -0.2 0.1 -0.959
H -9.680 -5.354 -24.436 -0.2 0.3 -0.2 0.486
H -10.452 -4.845 -23.235 -0.1 0.1 0.2 0.457
O -7.407 -4.595 -25.912 0.7 -1.2 0.3 -0.951
H -7.449 -5.315 -25.218 0.6 1.4 -1.0 0.481
H -6.516 -4.600 -26.332 -0.9 -0.2 0.8 0.478



[2]
9
Properties=species:S:1:pos:R:3:forces:R:3:nbo_charge:R:1 method="wB97M-V/def2-TZVPD" lumo_energy_ha=0.0158 smiles=O.O.O e_above_lowest_kcal_mol=7.35 charge=0 spin_multiplicity=1 energy_ev=-6239.935 orbital_gap_ev=10.803
O 0.061 1.412 -2.428 -0.3 -0.2 0.4 -0.973
H 0.145 0.699 -3.066 0.0 0.0 0.0 0.456
H -0.223 0.970 -1.592 0.5 0.3 -0.7 0.495
O 0.549 -0.843 2.094 0.1 0.0 0.5 -0.951
H 0.326 -0.214 2.791 0.0 0.0 -0.1 0.486
H 1.463 -1.093 2.268 -0.1 0.0 -0.1 0.490
O -0.573 -0.033 -0.219 -0.5 -0.7 0.6 -0.983
H -1.435 -0.396 -0.457 0.1 0.1 0.0 0.471
H -0.314 -0.503 0.609 0.1 0.5 -0.6 0.511



[3]
10
Properties=species:S:1:pos:R:3:forces:R:3:nbo_charge:R:1 method="wB97M-V/def2-TZVPD" lumo_energy_ha=-0.1292 e_above_lowest_kcal_mol=6.07 charge=+1 spin_multiplicity=1 energy_ev=-6890.621 orbital_gap_ev=12.339
Rb -1.219 0.760 -0.078 -0.1 0.3 0.0 0.992
O 0.948 2.764 0.069 -1.1 -1.1 0.0 -0.976
H 1.226 3.649 0.232 0.4 1.0 0.2 0.498
H 1.696 2.280 -0.260 0.7 0.0 -0.2 0.480
O 0.986 -0.988 -0.375 -0.3 0.8 -1.0 -0.981
H 1.796 -0.734 -0.838 -0.1 -0.3 0.1 0.496
H 1.260 -1.434 0.406 0.6 -0.7 1.0 0.489
O -2.276 -1.832 0.118 1.0 1.5 -1.3 -1.008
H -1.471 -2.358 0.004 -0.9 -0.5 0.6 0.504
H -2.948 -2.110 0.718 -0.1 -1.2 0.7 0.507



[4]
10
Properties=species:S:1:pos:R:3:forces:R:3:nbo_charge:R:1 method="wB97M-V/def2-TZVPD" lumo_energy_ha=-0.8320 e_above_lowest_kcal_mol=77.57 charge=+3 spin_multiplicity=1 energy_ev=-10889.008 orbital_gap_ev=4.269
Tl 1.471 0.760 -1.808 -0.5 -0.2 0.5 1.701
O -0.507 1.602 0.284 1.9 0.1 -0.3 -0.659
H -1.278 2.140 0.103 -1.3 0.8 -0.6 0.552
H -0.674 1.225 1.147 -0.4 -0.5 1.0 0.524
O -0.823 -1.012 -1.176 1.8 0.1 0.2 -0.631
H -1.481 -0.910 -0.488 -1.3 0.6 0.5 0.529
H -1.130 -1.756 -1.694 -0.5 -1.0 -1.2 0.550
O 1.513 -0.556 0.843 -1.4 0.6 -1.5 -0.645
H 1.720 -1.425 1.189 1.1 -1.4 0.4 0.555
H 1.189 -0.068 1.599 0.5 0.9 1.1 0.523



[5]
17
Properties=species:S:1:pos:R:3:forces:R:3:lowdin_charge:R:1 method="wB97M-V/def2-TZVPD" lumo_energy_ha=0.0557 e_above_lowest_kcal_mol=34.09 charge=-1 spin_multiplicity=1 energy_ev=-55050.024 orbital_gap_ev=5.345
O -1.757 0.149 -1.661 0.3 0.2 0.3 -0.369
V -0.847 0.315 -0.365 -2.6 -3.1 2.5 0.852
O -1.848 0.623 0.847 0.8 0.4 -1.1 -0.336
S 0.005 -2.617 1.243 0.7 -0.8 1.9 0.218
O -0.023 -1.950 2.558 0.1 0.6 0.0 -0.415
O -0.930 -3.728 1.191 0.1 -0.2 -0.2 -0.378
O -0.448 -1.610 0.219 -1.0 3.4 -3.0 -0.457
O 1.378 -2.945 0.865 0.4 -0.3 -0.3 -0.412
O -0.930 2.598 -0.760 1.1 0.2 -0.6 -0.047
H -1.320 3.419 -0.445 -0.2 -0.3 0.3 0.086
H -0.128 2.861 -1.231 -0.2 0.1 0.0 0.067
O 0.869 0.277 -1.793 1.1 0.3 -0.5 -0.061
H 1.224 0.916 -2.419 -0.2 -0.1 0.0 0.075
H 1.304 -0.564 -1.998 -0.3 -0.1 0.4 0.105
O 0.945 0.705 0.923 0.3 0.4 0.6 -0.084
H 0.803 0.263 1.785 -0.2 -0.5 -0.3 0.081
H 1.702 1.286 1.039 -0.1 -0.1 -0.1 0.075